Below is a 2-piece molecular cluster, C5H10O overall at a distorted geometry, with properties calculated with ωB97M-V/def2-TZVPD.

As for the molecular weight: 86.1 g/mol. As for the energy relative to the best compared isomer or geometry (same formula, charge and spin): 72.7 kcal/mol. As for the SMILES: O[C@@H]1C=CCC1.[H][H]. The HOMO energy is -8.674 eV.

XYZ file:
```
16
Properties=species:S:1:pos:R:3:nbo_charge:R:1
O -1.99785 0.09346 0.86062 -0.727
C -1.13098 0.14254 -0.27874 0.061
C -0.31554 -1.14622 -0.35743 -0.327
C 0.87482 -0.97464 0.23144 -0.121
C 0.97164 0.40368 0.77679 -0.474
C -0.10135 1.22738 0.05763 -0.422
H -2.49284 -0.73208 0.81347 0.466
H -1.71494 0.37603 -1.18141 0.171
H -0.74336 -2.10618 -0.60713 0.211
H 1.64746 -1.68505 0.49519 0.223
H 0.48145 -0.17136 1.62189 0.270
H 1.89527 0.89557 1.10764 0.231
H -0.53537 1.97796 0.72351 0.231
H 0.22630 1.75257 -0.85381 0.220
H 1.20284 -0.26521 -1.80811 0.024
H 1.73245 0.21155 -1.60155 -0.036
```